# 1
Computed, not measured: a 2-piece molecular cluster, C4H8BrN overall in a non-equilibrium geometry, with ωB97M-V with the def2-TZVPD basis set.

Calculated values
* 2S+1: 3
* E_tot: -75804.5670 eV
* strongest force on any atom: 4.0 eV/A
* frontier orbital gap (alpha / beta): 7.06 / 8.01 eV
* ΔE to the lowest compared entry with this formula, charge and spin: 201.1 kJ/mol

Geometry (Å):
C  0.85  -0.12  -1.59
C  0.13  1.20  1.02
C  -1.05  -1.00  0.68
C  -0.65  0.32  0.02
N  1.24  -1.24  -1.80
Br  1.81  1.49  -2.17
H  0.18  2.22  0.73
H  -0.49  1.34  2.00
H  1.18  0.79  1.33
H  -0.26  -1.61  1.22
H  -1.60  -1.81  0.14
H  -1.89  -0.69  1.40
H  -1.38  0.76  -0.62
H  1.95  -1.64  -2.35

---

# 2
Computed, not measured: a 4-piece molecular cluster, C3H16NO4 overall in a non-equilibrium geometry, with ωB97M-V with the def2-TZVPD basis set.

Calculated values
* 2S+1: 2
* E_tot: -13046.5402 eV
* strongest force on any atom: 3.8 eV/A
* frontier orbital gap (alpha / beta): 2.78 / 10.94 eV
* ΔE to the lowest compared entry with this formula, charge and spin: 220.0 kJ/mol

Geometry (Å):
C  0.52  1.35  -0.64
O  0.51  -0.03  -0.40
C  0.38  2.12  0.63
C  -1.01  2.70  0.95
N  0.79  1.23  1.81
H  1.43  1.58  -1.17
H  -0.29  1.73  -1.29
H  -0.07  -0.56  -0.97
H  1.03  3.05  0.50
H  -1.13  3.64  0.27
H  -1.35  2.84  2.05
H  -1.81  2.00  0.70
H  0.19  0.50  1.56
H  1.75  0.86  1.61
H  0.63  1.71  2.76
H  -1.98  -1.40  -1.88
H  -1.30  -2.67  -1.39
O  -1.14  -1.79  -1.64
H  -3.00  -4.48  -1.94
H  -2.99  -4.92  -0.35
O  -2.73  -4.35  -1.02
H  3.96  -0.24  0.63
H  2.59  -0.46  -0.03
O  3.04  0.07  0.64

---

# 3
Computed, not measured: C31H20Cl5LuN12S3 as an isolated structure in a non-equilibrium geometry, with ωB97M-V with the def2-TZVPD basis set.

Calculated values
* total charge: -2
* E_tot: -179094.3900 eV
* strongest force on any atom: 1.4 eV/A
* frontier orbital gap (alpha / beta): 6.13 / 3.82 eV
* ΔE to the lowest compared entry with this formula, charge and spin: 99.2 kJ/mol

Geometry (Å):
Lu  1.30  0.59  0.75
Cl  3.16  0.48  -3.21
C  4.05  0.96  -1.75
C  3.36  1.29  -0.60
C  4.19  1.71  0.43
Cl  3.38  2.10  1.94
C  5.57  1.79  0.38
Cl  6.50  2.32  1.74
C  6.21  1.41  -0.80
Cl  7.94  1.47  -0.92
C  5.44  0.99  -1.87
Cl  6.23  0.52  -3.35
N  -4.69  -8.01  -1.27
C  -4.07  -7.06  -1.09
C  -3.30  -5.86  -0.85
C  -3.30  -4.83  -1.78
C  -2.55  -3.69  -1.56
C  -1.74  -3.55  -0.43
C  -1.76  -4.60  0.50
C  -2.53  -5.73  0.30
C  -0.91  -2.33  -0.25
C  0.50  -2.45  -0.29
C  1.27  -3.71  -0.24
C  2.57  -3.39  -0.29
C  2.69  -1.92  -0.35
N  1.33  -1.42  -0.43
C  -1.60  -1.12  -0.03
C  -3.01  -1.00  0.09
C  -3.27  0.32  0.44
C  -2.02  0.95  0.53
N  -1.01  0.09  0.23
H  -3.90  -4.92  -2.68
H  -2.58  -2.87  -2.27
H  -1.17  -4.49  1.40
H  -2.54  -6.52  1.04
H  0.84  -4.70  -0.14
H  3.43  -4.05  -0.24
H  3.31  -1.57  -1.18
H  -3.74  -1.79  -0.03
H  -4.23  0.78  0.64
H  -1.82  1.98  0.80
C  -0.76  0.52  -4.63
C  -0.27  1.83  -4.15
N  -0.26  2.93  -4.83
N  0.29  3.83  -3.94
C  0.64  3.32  -2.73
S  1.29  4.10  -1.43
N  0.25  2.01  -2.89
N  0.38  1.01  -1.94
H  -1.15  0.63  -5.64
H  -1.54  0.14  -3.98
H  0.05  -0.22  -4.64
H  0.43  4.78  -4.20
H  -0.52  0.73  -1.55
H  0.86  0.22  -2.33
S  3.42  -1.27  1.21
N  1.00  -0.43  7.49
C  0.78  -0.63  6.36
N  0.47  -0.93  5.13
C  0.68  -0.40  3.99
N  0.83  0.02  2.91
S  0.29  3.18  2.16
C  -1.20  3.84  2.72
N  -1.14  4.38  4.01
C  -2.23  5.04  4.60
C  -3.40  5.08  3.89
C  -3.44  4.47  2.64
N  -2.32  3.86  2.06
H  -0.25  4.32  4.46
H  -2.09  5.47  5.58
H  -4.28  5.56  4.30
H  -4.35  4.46  2.05

---

# 4
Computed, not measured: one molecule with the formula C4H3NO in a non-equilibrium geometry, with ωB97M-V with the def2-TZVPD basis set.

Calculated values
* structure (SMILES): C#C[C@H](O)C#N
* E_tot: -7730.4486 eV
* strongest force on any atom: 1.5 eV/A
* frontier orbital gap: 10.84 eV
* ΔE to the lowest compared entry with this formula, charge and spin: 221.5 kJ/mol

Geometry (Å):
O  -1.52  1.11  -0.48
C  -0.72  -0.03  -0.45
C  0.73  0.19  -0.63
C  1.82  0.00  -0.15
C  -0.62  -0.78  0.86
N  -0.22  -1.39  1.77
H  -1.01  1.87  -0.16
H  -1.13  -0.71  -1.21
H  2.67  -0.27  0.44

---

# 5
Computed, not measured: a 8-piece molecular cluster, C55H49N4O15 overall in a non-equilibrium geometry, with ωB97M-V with the def2-TZVPD basis set.

Calculated values
* total charge: +1
* E_tot: -94481.7005 eV
* strongest force on any atom: 4.7 eV/A
* frontier orbital gap: 5.39 eV

Geometry (Å):
N  0.55  -1.74  0.94
C  0.36  -0.50  0.42
N  1.17  0.18  -0.61
C  0.53  1.56  -0.69
C  -1.01  1.35  -0.26
C  -1.73  2.64  0.37
C  -2.93  3.19  -0.55
C  -4.34  3.24  0.23
N  -5.13  1.99  0.06
C  -6.49  2.11  0.71
C  -7.31  0.80  0.20
C  -6.59  -0.42  -0.43
C  -7.48  -1.59  -0.93
C  -9.03  -1.58  -0.78
C  -9.70  -0.33  -0.13
C  -8.85  0.86  0.38
O  -9.44  2.01  1.01
N  -0.79  0.33  0.86
H  0.94  -1.85  1.90
H  0.37  -2.57  0.35
H  1.00  -0.21  -1.56
H  0.71  2.11  -1.68
H  0.99  2.05  0.25
H  -1.68  0.83  -1.03
H  -2.15  2.41  1.41
H  -0.92  3.46  0.45
H  -2.67  4.27  -0.83
H  -2.97  2.58  -1.52
H  -4.90  4.17  -0.18
H  -4.13  3.34  1.36
H  -5.37  1.95  -0.95
H  -6.44  2.17  1.85
H  -7.02  3.00  0.22
H  -5.46  -0.48  -0.54
H  -6.93  -2.48  -1.39
H  -9.65  -2.49  -1.14
H  -10.84  -0.31  -0.05
H  -9.48  1.76  1.97
H  -0.52  0.84  1.73
C  -0.68  -1.73  6.45
C  0.19  -1.70  5.45
C  0.69  -2.94  4.81
O  1.49  -2.91  3.89
C  0.17  -4.22  5.34
C  -0.70  -4.26  6.34
C  -1.20  -3.02  6.98
O  -2.00  -3.05  7.89
H  -1.05  -0.83  6.93
H  0.58  -0.77  5.05
H  0.54  -5.12  4.86
H  -1.09  -5.19  6.74
C  3.48  3.29  -5.31
C  2.60  2.64  -4.55
C  1.15  2.82  -4.72
O  0.35  2.22  -4.03
C  0.70  3.76  -5.77
C  1.57  4.41  -6.54
C  3.03  4.23  -6.37
O  3.83  4.83  -7.06
H  4.55  3.17  -5.20
H  2.92  1.94  -3.78
H  -0.37  3.88  -5.89
H  1.26  5.10  -7.31
C  -8.98  -3.41  -4.15
C  -8.45  -3.63  -5.35
C  -8.16  -5.00  -5.83
O  -7.68  -5.20  -6.92
C  -8.48  -6.12  -4.92
C  -9.01  -5.90  -3.71
C  -9.30  -4.53  -3.24
O  -9.78  -4.33  -2.14
H  -9.19  -2.41  -3.78
H  -8.21  -2.82  -6.03
H  -8.27  -7.11  -5.28
H  -9.25  -6.71  -3.03
C  4.59  5.20  -2.31
C  4.30  6.27  -1.56
C  5.09  7.51  -1.66
O  4.82  8.49  -0.98
C  6.22  7.53  -2.61
C  6.52  6.46  -3.35
C  5.72  5.22  -3.26
O  5.99  4.24  -3.94
H  4.02  4.28  -2.25
H  3.47  6.28  -0.86
H  6.79  8.45  -2.67
H  7.34  6.45  -4.05
C  1.87  -5.43  -0.88
C  2.62  -6.40  -0.36
C  2.02  -7.45  0.50
O  2.70  -8.34  0.98
C  0.57  -7.38  0.75
C  -0.18  -6.41  0.22
C  0.42  -5.36  -0.63
O  -0.27  -4.47  -1.11
H  2.29  -4.66  -1.51
H  3.69  -6.47  -0.53
H  0.15  -8.16  1.37
H  -1.25  -6.34  0.39
C  8.83  8.68  2.49
C  9.04  8.34  1.22
C  8.64  9.23  0.11
O  8.82  8.93  -1.05
C  8.00  10.52  0.48
C  7.80  10.86  1.75
C  8.20  9.96  2.86
O  8.02  10.27  4.02
H  9.12  8.03  3.31
H  9.50  7.40  0.94
H  7.71  11.16  -0.34
H  7.33  11.79  2.03
C  3.67  -8.64  4.23
C  4.73  -9.40  3.95
C  5.94  -9.38  4.79
O  6.91  -10.07  4.53
C  5.93  -8.49  5.98
C  4.87  -7.73  6.26
C  3.66  -7.75  5.42
O  2.70  -7.06  5.68
H  2.78  -8.64  3.62
H  4.75  -10.05  3.08
H  6.83  -8.49  6.59
H  4.85  -7.08  7.12

---

# 6
Computed, not measured: a 2-piece molecular cluster, C5H4O overall in a non-equilibrium geometry, with ωB97M-V with the def2-TZVPD basis set.

Calculated values
* structure (SMILES): OC1=C=C1.C#C
* E_tot: -7290.4220 eV
* strongest force on any atom: 4.4 eV/A
* frontier orbital gap: 9.43 eV
* ΔE to the lowest compared entry with this formula, charge and spin: 510.1 kJ/mol

Geometry (Å):
C  1.10  0.11  -0.13
C  1.48  -1.18  0.15
C  2.43  -0.14  0.05
C  -2.86  0.27  -0.23
C  -2.10  -0.58  0.12
O  3.67  0.21  -0.06
H  0.43  0.82  -0.40
H  -3.82  0.67  -0.28
H  4.24  -0.49  0.32
H  -1.16  -1.05  0.19

---

# 7
Computed, not measured: a 4-piece molecular cluster, C35H52F24NO6 overall, with ωB97M-V with the def2-TZVPD basis set.

Calculated values
* 2S+1: 2
* E_tot: -116130.9725 eV
* strongest force on any atom: 0.9 eV/A
* frontier orbital gap (alpha / beta): 8.56 / 9.85 eV

Geometry (Å):
C  -5.04  -3.90  -6.41
O  -4.46  -5.14  -6.07
C  -3.28  -5.06  -5.30
C  -2.03  -4.90  -6.17
C  -0.92  -4.09  -5.50
C  -0.52  -4.59  -4.11
C  0.28  -3.55  -3.31
C  -0.45  -2.98  -2.09
C  0.50  -2.51  -0.99
C  -0.01  -1.29  -0.19
C  0.85  -0.04  -0.38
C  0.76  0.47  -1.82
C  1.40  1.81  -2.15
O  1.00  2.15  -3.50
C  2.91  1.70  -2.20
C  3.68  3.01  -2.48
C  4.90  3.09  -1.56
C  4.22  2.96  -3.91
N  2.80  4.22  -2.36
O  2.37  4.72  -3.46
C  1.83  4.22  -1.24
C  2.56  4.47  0.10
C  0.87  5.40  -1.46
C  0.99  2.92  -1.18
H  -4.67  -3.09  -5.78
H  -6.12  -3.96  -6.28
H  -4.85  -3.65  -7.46
H  -3.35  -4.26  -4.55
H  -3.22  -6.00  -4.75
H  -2.35  -4.38  -7.07
H  -1.68  -5.88  -6.48
H  -1.21  -3.04  -5.48
H  -0.03  -4.17  -6.14
H  -1.39  -4.93  -3.54
H  0.11  -5.47  -4.26
H  1.22  -4.00  -2.98
H  0.56  -2.75  -3.99
H  -1.09  -2.16  -2.41
H  -1.10  -3.77  -1.70
H  1.46  -2.27  -1.45
H  0.64  -3.33  -0.29
H  -0.13  -1.52  0.86
H  -1.00  -1.04  -0.55
H  0.49  0.70  0.33
H  1.88  -0.30  -0.12
H  1.21  -0.27  -2.48
H  -0.30  0.54  -2.09
H  0.25  2.76  -3.46
H  3.24  1.28  -1.24
H  3.18  0.98  -2.97
H  4.63  3.27  -0.52
H  5.60  3.84  -1.93
H  5.39  2.13  -1.59
H  4.69  3.90  -4.18
H  3.45  2.70  -4.62
H  5.00  2.20  -3.94
H  3.54  4.90  -0.09
H  2.02  5.20  0.69
H  2.70  3.56  0.67
H  0.28  5.51  -0.55
H  1.41  6.32  -1.68
H  0.17  5.16  -2.26
H  -0.06  3.16  -1.34
H  1.05  2.53  -0.17
C  -0.54  -6.42  4.83
C  0.65  -7.27  4.35
C  1.96  -6.54  4.03
F  1.81  -5.67  3.01
F  2.89  -7.46  3.66
F  0.29  -8.04  3.30
F  0.96  -8.10  5.39
O  -1.55  -6.09  3.89
C  -1.49  -4.97  3.11
C  -1.47  -5.31  1.61
F  -0.41  -6.08  1.31
F  -1.38  -4.16  0.91
F  -0.47  -4.16  3.44
F  -2.64  -4.28  3.31
H  -1.06  -7.06  5.54
H  -0.21  -5.55  5.39
H  2.33  -6.01  4.91
H  -2.38  -5.85  1.34
C  -3.12  -3.26  9.43
C  -2.36  -2.53  10.55
C  -1.25  -1.56  10.16
F  -0.25  -2.18  9.50
F  -0.74  -1.01  11.28
F  -1.89  -3.43  11.45
F  -3.28  -1.76  11.19
O  -2.76  -4.60  9.12
C  -1.81  -4.92  8.20
C  -0.66  -5.73  8.82
F  -0.05  -5.03  9.79
F  0.25  -5.98  7.84
F  -1.35  -3.85  7.52
F  -2.39  -5.75  7.29
H  -4.13  -3.35  9.82
H  -3.19  -2.64  8.53
H  -1.65  -0.76  9.53
H  -1.04  -6.67  9.22
C  0.90  9.17  -2.69
C  -0.15  9.45  -1.60
C  -1.58  8.98  -1.86
F  -2.12  9.60  -2.93
F  -2.33  9.28  -0.77
F  -0.14  10.75  -1.26
F  0.25  8.74  -0.50
O  1.24  10.24  -3.56
C  0.55  10.50  -4.72
C  -0.09  11.89  -4.71
F  -0.96  12.01  -3.69
F  -0.76  12.06  -5.87
F  -0.35  9.54  -5.00
F  1.46  10.51  -5.72
H  1.82  8.98  -2.16
H  0.68  8.26  -3.25
H  -1.61  7.90  -2.01
H  0.69  12.65  -4.62

---

# 8
Computed, not measured: one molecule with the formula C16H21N3O5S in a non-equilibrium geometry, with ωB97M-V with the def2-TZVPD basis set.

Calculated values
* structure (SMILES): CCCCOC(=O)Nc1ccc(S(=O)(=O)Nc2onc(C)c2C)cc1
* E_tot: -42475.1554 eV
* strongest force on any atom: 1.6 eV/A
* frontier orbital gap: 8.90 eV
* ΔE to the lowest compared entry with this formula, charge and spin: 271.8 kJ/mol

Geometry (Å):
C  -8.59  -1.10  1.36
C  -7.17  -1.60  1.16
C  -6.76  -1.67  -0.31
C  -6.55  -0.30  -0.94
H  -7.43  0.33  -0.84
H  -6.29  -0.41  -2.00
O  -5.51  0.43  -0.29
C  -4.25  0.14  -0.66
O  -3.94  -0.65  -1.51
N  -3.39  0.91  0.09
C  -2.01  0.99  0.02
C  -1.26  0.23  -0.88
C  0.12  0.35  -0.90
C  0.74  1.23  -0.03
C  0.02  1.99  0.86
C  -1.36  1.87  0.89
H  -1.94  2.46  1.58
H  0.54  2.67  1.51
S  2.52  1.35  -0.05
O  2.92  2.59  0.56
O  3.05  1.02  -1.33
N  2.94  0.10  1.05
C  3.92  -0.78  0.65
C  5.18  -0.54  0.17
C  5.68  -1.86  -0.06
N  4.80  -2.76  0.28
O  3.68  -2.11  0.71
C  7.02  -2.22  -0.58
H  7.11  -3.30  -0.63
H  7.16  -1.80  -1.57
H  7.80  -1.82  0.07
C  5.85  0.76  -0.06
H  5.29  1.55  0.42
H  5.89  0.98  -1.13
H  6.87  0.73  0.32
H  2.14  -0.37  1.46
H  0.72  -0.22  -1.59
H  -1.76  -0.45  -1.55
H  -3.84  1.52  0.75
H  -7.52  -2.20  -0.88
H  -5.82  -2.24  -0.40
H  -6.47  -0.96  1.70
H  -7.09  -2.60  1.59
H  -8.69  -0.07  1.02
H  -9.30  -1.72  0.81
H  -8.86  -1.12  2.42